1.
22
Properties=species:S:1:pos:R:3:forces:R:3 method="wB97M-V/def2-TZVPD" lumo_energy_ha=0.0402 smiles=CCCNCCC gap_ev=10.2 total_energy_ev=-7953.5875 homo_energy_ev=-9.075 e_above_lowest_kcal_mol=50.2
C 2.400 0.174 -1.072 1.755 0.976 0.378
C 2.246 -0.321 0.391 2.423 0.755 0.889
C 1.202 0.561 1.037 -0.530 -0.311 -1.162
N 0.021 0.694 0.087 0.990 -1.499 0.738
C -1.137 0.289 0.853 -1.173 -0.758 0.070
C -2.416 0.352 0.059 -1.573 -2.434 0.221
C -2.344 -0.920 -0.886 -2.141 1.469 0.891
H 2.236 1.281 -1.111 -0.820 -0.992 0.013
H 3.419 0.214 -1.498 -0.132 -0.993 0.482
H 1.798 -0.407 -1.738 -0.505 0.096 -0.681
H 1.858 -1.338 0.595 0.703 0.106 -0.921
H 3.306 -0.201 0.960 -2.500 -0.416 -1.139
H 1.615 1.546 1.197 -0.104 0.315 0.567
H 0.865 0.013 1.917 0.070 0.710 0.485
H 0.194 -0.040 -0.642 -0.553 1.042 0.762
H -1.250 0.830 1.738 0.235 1.776 1.251
H -1.080 -0.739 1.328 0.202 0.387 -0.823
H -3.386 0.343 0.703 1.843 -0.405 -0.704
H -2.586 1.190 -0.555 0.487 1.443 -0.568
H -1.484 -1.461 -0.587 0.149 -1.485 0.588
H -2.120 -0.679 -1.886 0.047 0.715 -1.429
H -3.357 -1.380 -0.891 1.127 -0.497 0.094


2.
22
Properties=species:S:1:pos:R:3:forces:R:3 method="wB97M-V/def2-TZVPD" lumo_energy_ha=0.0338 gap_ev=8.8 total_energy_ev=-7952.7172 homo_energy_ev=-7.889 e_above_lowest_kcal_mol=70.3
C -1.009 -0.098 2.103 0.178 -0.147 -0.322
C 1.894 -0.202 -0.352 0.002 0.280 0.074
N -0.206 -0.064 0.881 0.491 -1.496 0.441
C 1.217 -0.051 0.979 -0.377 -0.845 -0.067
C 1.878 -0.021 2.132 0.011 -0.111 0.126
H -0.905 0.561 -0.218 -2.507 0.548 -4.019
H -0.795 0.777 2.715 0.003 -0.028 -0.033
H -2.057 -0.080 1.803 -0.019 0.069 0.045
H -0.825 -1.008 2.680 0.010 0.057 0.121
H 2.975 -0.221 -0.231 -0.001 0.031 0.011
H 1.593 -1.128 -0.845 -0.065 -0.011 0.016
H 1.623 0.626 -1.009 0.010 -0.031 -0.079
H 2.954 -0.087 2.146 0.099 0.211 -0.119
H 1.395 -0.042 3.095 -0.169 0.133 0.054
C -1.689 0.403 -1.427 0.937 0.858 1.806
C -0.859 0.188 -2.695 0.114 0.050 0.215
H -0.246 1.066 -2.918 0.007 -0.043 0.001
H -0.178 -0.659 -2.583 0.053 -0.035 -0.073
H -2.344 1.270 -1.566 0.148 0.082 0.091
H -2.392 -0.428 -1.308 0.117 -0.202 0.227
H -0.551 -0.793 0.199 0.966 0.615 1.395
H -1.471 -0.010 -3.581 -0.009 0.015 0.089


3.
22
Properties=species:S:1:pos:R:3:forces:R:3 method="wB97M-V/def2-TZVPD" lumo_energy_ha=0.0446 smiles=CCN(CC)CC gap_ev=9.4 total_energy_ev=-7954.7739 homo_energy_ev=-8.227 e_above_lowest_kcal_mol=22.9
C 1.601 0.876 1.759 -0.177 -0.037 0.476
C 0.402 1.247 0.872 0.939 0.141 -0.030
N 0.001 0.181 -0.011 -0.177 -0.364 -0.777
C -1.432 0.100 -0.239 -0.646 -0.425 0.863
C -2.077 -0.975 0.655 0.938 -0.051 -0.533
C 0.826 0.129 -1.223 0.284 -0.471 1.336
C 0.670 -1.188 -1.930 -0.442 -0.931 -0.890
H 1.329 0.970 2.817 0.111 0.192 -0.134
H 2.449 1.522 1.566 0.262 0.012 0.048
H 1.904 -0.165 1.661 -0.026 -0.015 -0.372
H -0.401 1.518 1.517 -0.861 -0.007 0.406
H 0.648 2.178 0.330 -0.075 -0.112 -0.175
H -1.727 -0.118 -1.262 0.401 0.106 -0.291
H -1.906 1.030 0.033 -0.197 0.722 -0.136
H -1.705 -0.853 1.673 -0.353 0.065 0.112
H -1.699 -1.941 0.310 -0.232 -0.116 0.096
H -3.161 -0.946 0.582 -0.085 -0.043 0.205
H 1.846 0.193 -0.833 0.146 0.160 -0.297
H 0.642 0.991 -1.854 -0.036 0.307 -0.473
H -0.273 -1.286 -2.463 -0.305 0.281 -0.008
H 0.661 -2.041 -1.253 0.252 0.165 0.352
H 1.403 -1.420 -2.708 0.278 0.421 0.221